A structure of composition C5H16N2O in a non-equilibrium geometry, computed with ωB97M-V/def2-TZVPD.

Highest occupied orbital energy (alpha / beta): -13.097 / -13.092 eV
2S+1: 2
Net charge: +1

Structure (XYZ):
```
24
C5H16N2O (ωB97M-V/def2-TZVPD)
C -0.92 -1.35 -2.28
C -0.72 -0.38 -1.11
C 0.72 -0.51 -0.55
C 0.94 -1.36 0.66
C 0.36 -0.83 2.00
N 0.92 0.42 2.48
N -0.87 0.99 -1.58
H -0.24 -1.07 -3.10
H -0.73 -2.37 -1.96
H -1.92 -1.23 -2.68
H -1.40 -0.65 -0.29
H 1.39 -0.80 -1.36
H 0.93 0.64 -0.22
H 2.02 -1.51 0.81
H 0.52 -2.35 0.46
H -0.72 -0.65 1.90
H 0.51 -1.62 2.73
H 0.53 1.19 1.99
H 1.93 0.42 2.49
H -1.85 1.18 -1.76
H 1.18 1.40 -0.26
H -0.59 1.73 -0.66
H -0.49 3.34 0.08
O -0.48 2.38 0.26
```

=====

A cluster of 2 separate species, C5H16N2O in total in a non-equilibrium geometry, computed with ωB97M-V/def2-TZVPD.

Highest occupied orbital energy: -18.183 eV
2S+1: 1
Net charge: +2

Structure (XYZ):
```
24
C5H16N2O (ωB97M-V/def2-TZVPD)
C 2.30 -1.90 1.06
C 1.16 -1.57 0.07
C 1.19 -0.23 -0.72
C -0.14 0.50 -0.69
C -0.14 1.76 -0.31
N -1.35 2.60 -0.21
N 1.19 -2.67 -1.02
H 1.83 -2.39 1.91
H 2.98 -2.54 0.51
H 2.82 -1.00 1.37
H 0.18 -1.65 0.50
H 1.48 -0.44 -1.75
H 1.98 0.42 -0.35
H -1.02 -0.07 -0.93
H 0.74 2.36 -0.11
H -1.97 2.34 0.60
H -2.04 2.45 -0.95
H -1.13 3.55 -0.14
H 0.36 -2.64 -1.61
H 1.27 -3.61 -0.63
H 2.00 -2.48 -1.62
H -3.70 1.78 2.34
H -4.12 1.04 1.11
O -3.38 1.56 1.45
```

=====

A cluster of 2 separate species, C5H16N2O2 in total in a non-equilibrium geometry, computed with ωB97M-V/def2-TZVPD.

Highest occupied orbital energy: -9.232 eV
2S+1: 1
Structure (SMILES): C[C@H](O)CNCCN.O

Structure (XYZ):
```
25
C5H16N2O2 (ωB97M-V/def2-TZVPD)
C 1.44 -1.01 0.80
N 0.44 -0.14 0.15
C -0.90 -0.80 0.02
C -1.85 0.18 -0.75
C -3.23 -0.40 -0.87
O -1.24 0.27 -2.02
C 2.68 -0.20 1.14
N 3.49 0.22 -0.04
H 0.93 -1.38 1.77
H 1.66 -1.90 0.18
H 0.79 0.18 -0.77
H -0.88 -1.79 -0.51
H -1.34 -1.01 1.09
H -1.80 1.22 -0.22
H -3.69 -0.67 0.18
H -3.23 -1.35 -1.44
H -3.89 0.28 -1.41
H -1.81 0.73 -2.62
H 3.36 -0.80 1.84
H 2.36 0.75 1.69
H 2.97 0.79 -0.67
H 3.78 -0.59 -0.55
H 0.08 1.71 1.06
H 0.20 3.13 0.75
O -0.31 2.56 1.20
```

=====

A cluster of 3 separate species, C5H16N2O3 in total in a non-equilibrium geometry, computed with ωB97M-V/def2-TZVPD.

Highest occupied orbital energy: -8.804 eV
2S+1: 1
Structure (SMILES): NCCNCCC=O.O.O

Structure (XYZ):
```
26
C5H16N2O3 (ωB97M-V/def2-TZVPD)
C -0.64 1.70 0.73
N -0.72 0.98 -0.55
C -1.95 0.05 -0.58
C -2.08 -0.52 -1.91
C -1.34 -1.80 -2.04
O -1.90 -2.82 -2.33
C -0.36 0.76 1.99
N 1.06 0.31 2.30
H -1.57 2.31 0.87
H 0.22 2.45 0.75
H 0.06 0.32 -0.70
H -2.76 0.52 -0.12
H -1.83 -0.70 0.21
H -3.22 -0.68 -2.20
H -1.60 0.05 -2.72
H -0.32 -1.69 -1.61
H -0.81 -0.24 1.81
H -0.63 1.35 2.87
H 1.64 0.36 1.50
H 1.44 0.77 3.09
H 2.77 -2.00 0.44
H 2.00 -0.82 -0.08
O 2.20 -1.78 -0.27
H 3.99 0.08 0.03
H 3.09 0.51 -1.20
O 3.24 0.55 -0.26
```

=====

A cluster of 2 separate species, C5H16N3 in total in a non-equilibrium geometry, computed with ωB97M-V/def2-TZVPD.

Highest occupied orbital energy: -13.656 eV
2S+1: 1
Net charge: +1

Structure (XYZ):
```
24
C5H16N3 (ωB97M-V/def2-TZVPD)
C 0.15 2.35 0.90
C 2.98 -1.09 0.40
C -2.75 -1.65 0.03
C 0.49 1.74 -0.54
C 1.68 -0.48 -0.06
N 0.63 -1.27 -0.22
N 1.56 0.84 -0.37
N -1.96 -0.89 -0.95
H 1.04 2.54 1.44
H -0.50 3.23 0.84
H -0.39 1.63 1.47
H 3.88 -0.62 0.07
H 2.93 -2.16 0.12
H 3.00 -1.00 1.46
H -2.54 -2.79 0.01
H -2.46 -1.46 1.07
H -3.89 -1.67 0.09
H -0.26 1.15 -0.91
H 0.80 2.45 -1.39
H 0.70 -2.20 0.22
H -0.37 -0.96 -0.53
H 2.46 1.30 -0.26
H -1.86 0.10 -0.75
H -2.19 -1.11 -1.92
```

=====

A cluster of 2 separate species, C5H16N3 in total, computed with ωB97M-V/def2-TZVPD.

Highest occupied orbital energy: -14.024 eV
2S+1: 1
Net charge: +1

Structure (XYZ):
```
24
C5H16N3 (ωB97M-V/def2-TZVPD)
C -1.00 -1.00 -2.02
C -0.55 0.40 -1.65
C -0.45 1.31 -2.87
N -1.23 -1.86 -0.83
H -0.24 -1.48 -2.63
H -1.89 -0.94 -2.64
H 0.43 0.33 -1.16
H -1.25 0.82 -0.92
H -1.42 1.39 -3.36
H 0.27 0.91 -3.58
H -0.16 2.32 -2.58
H -1.29 -2.82 -1.14
H -2.15 -1.64 -0.46
C 1.52 1.54 3.23
N 0.36 -1.36 1.30
C 0.58 -0.16 1.75
N 1.33 0.16 2.77
H 2.56 1.69 3.49
H 0.91 1.74 4.11
H 1.24 2.23 2.44
H 0.83 -2.11 1.79
H -0.26 -1.59 0.42
H 0.09 0.66 1.22
H 1.78 -0.56 3.31
```

=====

A cluster of 2 separate species, C5H16N3O in total in a non-equilibrium geometry, computed with ωB97M-V/def2-TZVPD.

Highest occupied orbital energy: -11.582 eV
2S+1: 1
Net charge: +1

Structure (XYZ):
```
25
C5H16N3O (ωB97M-V/def2-TZVPD)
C 1.62 0.48 2.54
C -0.43 -1.86 0.64
C -1.14 2.11 -0.90
C -1.67 -0.01 -2.25
C 0.50 0.29 -1.08
N 1.26 -0.67 1.70
N 0.09 -0.56 1.04
N -0.79 0.72 -1.35
O 1.09 -0.62 -1.74
H 1.84 1.53 2.10
H 0.69 0.72 3.19
H 2.58 0.25 3.11
H 0.35 -2.26 -0.04
H -0.54 -2.56 1.59
H -1.37 -1.59 0.23
H -1.47 2.60 -1.80
H -1.82 2.11 -0.07
H -0.20 2.60 -0.55
H -1.41 0.10 -3.29
H -1.57 -1.10 -2.00
H -2.66 0.45 -2.09
H 1.07 1.02 -0.48
H 1.22 -1.43 2.41
H 2.22 -1.02 1.23
H 0.53 -1.31 -2.14
```

=====

A structure of composition C5H16N4 in a non-equilibrium geometry, computed with ωB97M-V/def2-TZVPD.

Highest occupied orbital energy: -6.970 eV
2S+1: 1

Structure (XYZ):
```
25
C5H16N4 (ωB97M-V/def2-TZVPD)
C 1.56 0.22 0.40
C 0.54 0.37 -0.76
C -2.35 0.79 -0.34
C -0.89 -1.56 -1.31
C -2.71 0.45 0.99
N -0.74 -0.32 -0.56
N 2.72 1.10 0.22
N 1.98 -1.18 0.45
N 0.94 0.64 1.64
H 0.19 0.00 1.90
H 1.64 0.65 2.37
H 2.44 2.07 0.33
H 3.12 0.99 -0.71
H 2.44 -1.45 -0.42
H 2.67 -1.29 1.18
H 1.01 0.03 -1.68
H 0.34 1.44 -0.89
H -2.95 0.44 -1.18
H -1.92 1.77 -0.50
H -1.85 -2.01 -1.05
H -0.11 -2.28 -1.05
H -0.85 -1.35 -2.38
H -2.67 1.24 1.73
H -3.54 -0.23 1.13
H -1.01 -0.53 0.49
```

=====

Relative energy (zero: lowest compared OMol25 entry of this formula, charge and spin) for every record listed, in sequence, given in kJ/mol: 438.16, 22.23, 147.41, 344.78, 129.24, 36.09, 549.20, 310.38.